A structure of composition C3H4InO3 in a non-equilibrium geometry, computed with ωB97M-V with the def2-TZVPD basis set.

HOMO energy (spin up / spin down) in Ha: -0.4671 / -0.4690
LUMO level (spin up / spin down) in Eh: -0.2456 / -0.2388
Energy in Ha: -531.98949
Energy relative to the best compared isomer or geometry (same formula, charge and spin) in eV: 5.960
Orbital gap (spin up / spin down) in Eh: 0.22151 / 0.23012
Net charge: +1

```
11
Properties=species:S:1:pos:R:3:forces:R:3
O 1.8915 -0.0958 0.3278 3.234 1.144 -2.065
C 1.8073 0.2724 -1.0087 1.591 -0.610 -1.928
C 0.4543 0.7572 -1.4642 -2.213 0.217 6.132
O -0.5293 0.2507 -0.6817 1.551 3.420 -6.287
In 0.2191 -0.4597 1.0404 -1.092 -3.152 4.301
H 2.0957 -0.5678 -1.6794 0.200 0.241 0.185
H 2.5078 1.1011 -1.2546 -0.307 -0.365 0.310
H 0.3766 1.8592 -1.4992 -0.539 -0.277 -1.861
C -1.8496 -0.8995 0.0015 -0.898 -0.025 3.794
O -2.3459 -0.2727 1.0747 -0.577 -0.803 -2.214
H -3.2353 -0.5803 1.3012 -0.951 0.209 -0.368
```
Positions in Å, forces in eV/Å.

Here are the Löwdin charges for atoms 1 to 2, given in e: O -0.3059; C -0.2884

***

The ion C3H8N with charge +1, computed with ωB97M-V with the def2-TZVPD basis set.

HOMO energy in Ha: -0.6392
LUMO level in Eh: -0.1935
Energy in Ha: -173.58274
Energy relative to the best compared isomer or geometry (same formula, charge and spin) in eV: 0.000
Orbital gap in Eh: 0.44575
Net charge: +1

```
12
Properties=species:S:1:pos:R:3:forces:R:3
C 1.0544 0.9873 -0.6512 -0.663 0.044 0.209
C -0.0247 0.6507 0.3917 0.889 0.017 0.313
C -0.8397 -1.6326 0.5072 -0.231 -0.388 -0.114
N -0.8118 -0.5024 -0.0597 0.085 0.259 0.050
H 1.8972 0.3059 -0.5537 -0.034 0.016 -0.178
H 0.6286 0.9475 -1.6581 0.195 -0.026 0.029
H 1.3853 2.0067 -0.4844 0.156 0.051 0.033
H 0.4465 0.3585 1.3363 -0.186 0.099 -0.112
H -0.7039 1.4736 0.6003 -0.122 0.012 -0.211
H -1.4205 -2.4369 0.0767 -0.071 -0.016 -0.064
H -0.2876 -1.8118 1.4212 0.075 0.168 0.018
H -1.3238 -0.3465 -0.9263 -0.093 -0.237 0.027
```
Positions in Å, forces in eV/Å.

Here are the natural (NBO) charges for atoms 1 to 2, given in e: C -0.6204; C -0.2387

***

A cluster of 2 separate species, C6H13NO in total in a non-equilibrium geometry, computed with ωB97M-V with the def2-TZVPD basis set.

Spin multiplicity: 2
HOMO energy (spin up / spin down) in Ha: -0.5227 / -0.5315
Expectation value of S²: 0.76
LUMO level (spin up / spin down) in Eh: -0.1434 / -0.2793
Energy in Ha: -365.98891
Energy relative to the best compared isomer or geometry (same formula, charge and spin) in eV: 3.293
Orbital gap (spin up / spin down) in Eh: 0.37927 / 0.25217
Net charge: +1

```
21
Properties=species:S:1:pos:R:3:forces:R:3
C 0.6464 -0.4943 2.4520 0.593 2.319 3.282
C 0.9635 -1.0078 1.1157 -0.713 -5.229 -1.696
N -1.3964 -0.5993 -1.7849 4.709 3.402 2.334
C -0.4584 -0.9750 -0.8063 -7.950 -4.786 -3.602
C 0.4040 -0.3119 -0.0976 2.881 0.375 3.562
C 1.0422 0.8829 -0.3459 4.403 3.050 -2.123
C 2.3827 0.9998 -0.7642 -3.813 2.178 0.774
H 0.6944 -1.1229 3.4046 0.958 -0.030 -1.816
H -0.4058 -0.2327 2.6220 0.154 0.728 -0.781
H 1.3845 0.3968 2.6221 -1.830 -1.228 0.109
H 0.6849 -2.1586 1.0009 0.142 2.184 0.421
H 2.0114 -1.0879 0.9120 1.068 0.407 0.205
H -1.8910 -1.2370 -2.3975 0.049 0.250 0.080
H -1.1746 0.4496 -1.9333 -1.520 -2.265 -1.266
H -0.7860 -1.9864 -0.4532 1.042 0.652 -0.278
H 0.5379 1.8334 -0.3261 -0.484 0.306 0.136
H 2.8172 1.9647 -1.0197 -0.643 0.339 0.545
H 2.9920 0.3196 -1.2213 1.226 -2.827 -0.241
H -3.5124 0.7532 -0.0687 2.150 2.032 0.456
H -2.0188 0.7959 -0.2660 1.400 -1.106 -0.321
O -2.6801 1.3681 0.0370 -3.823 -0.749 0.221
```
Positions in Å, forces in eV/Å.

Here are the natural (NBO) charges for atoms 1 to 2, given in e: C -0.6527; C -0.4231

***

A cluster of 4 separate species, C24H68FN11O7P4S in total in a non-equilibrium geometry, computed with ωB97M-V with the def2-TZVPD basis set.

HOMO energy in Ha: -0.2727
LUMO level in Eh: -0.0585
Energy in Ha: -3946.97617
Orbital gap in Eh: 0.21425
Net charge: 0

```
116
Properties=species:S:1:pos:R:3:forces:R:3
C 2.6966 -2.2254 -4.8579 -1.017 -0.208 0.173
C 1.8654 -0.8554 -4.3795 0.756 -0.639 0.217
C 0.2578 -1.2173 -4.5143 0.497 -1.595 -0.759
F -0.5578 -0.1533 -5.1429 1.455 -2.041 1.727
C -0.2899 -1.7572 -3.0683 1.673 2.038 1.849
O -0.9322 -3.0859 -2.9715 -0.960 2.089 2.033
S -1.3756 -3.0836 -1.3013 -1.440 -6.681 5.696
O -0.4033 -4.0688 -0.5779 -2.573 4.724 -3.209
O -2.8115 -3.5300 -0.9172 4.989 2.502 -2.848
O -1.1745 -1.4535 -0.8200 -0.576 -2.396 -3.174
C -1.2481 -0.7494 -2.1439 1.937 0.564 -0.522
C -0.6531 0.7303 -1.7335 -0.797 0.666 0.440
N -0.8464 1.8047 -2.7793 0.632 -1.032 0.188
P -3.0906 -0.7823 -2.7770 -2.528 0.709 2.482
N -4.1765 -0.7478 -1.5756 2.316 0.231 -0.509
H 2.0242 -3.1408 -4.4909 1.663 1.781 -0.812
H 3.7491 -2.3211 -4.3329 -2.193 0.361 -1.262
H 2.7679 -2.2820 -6.0455 -0.032 0.139 2.696
H 2.2078 -0.6810 -3.2541 -1.077 -0.056 -2.410
H 2.2020 0.0568 -5.0307 -0.976 -1.728 1.252
H 0.2079 -2.1502 -5.2577 -0.154 2.203 1.488
H 0.6362 -1.9034 -2.3316 -1.456 0.632 -1.988
H 0.4671 0.6905 -1.3929 -2.083 -0.294 -0.790
H -1.2702 1.0870 -0.7764 1.223 -1.171 -1.942
H 0.0635 2.1220 -3.1789 -1.357 -0.688 0.199
H -1.5467 1.5490 -3.5087 1.240 0.347 0.805
H -3.3066 -1.9823 -3.5515 0.693 0.888 -0.165
H -3.3884 0.3871 -3.6166 0.978 -1.180 0.008
H -3.6682 -0.7007 -0.6654 -0.742 -0.175 -0.798
O -7.5052 -5.3657 -3.9080 3.204 -2.136 -2.184
P -7.1035 -6.4001 -2.8281 -5.726 4.244 3.610
N -8.6627 -7.0473 -2.7991 -2.454 -0.567 -0.871
C -9.5840 -7.2479 -1.7026 0.460 -0.288 0.365
C -8.9156 -8.0390 -3.8426 0.539 0.292 -0.153
N -6.8108 -5.1732 -1.6668 0.670 1.375 1.378
C -7.9008 -4.4437 -1.0303 -0.341 -0.160 0.105
C -5.8136 -4.1886 -2.1152 0.267 -0.094 -0.057
N -6.6417 -7.5892 -1.5867 3.094 -2.691 -1.458
C -6.7648 -7.4251 -0.1403 -0.116 0.891 0.168
C -5.2947 -8.0947 -1.8795 0.004 -0.394 0.047
H -9.3624 -8.1673 -1.1457 -0.075 -0.126 0.185
H -10.6118 -7.3321 -2.0689 0.160 -0.046 -0.298
H -9.6080 -6.4146 -1.0088 0.204 0.052 0.037
H -8.5481 -9.0286 -3.5377 -0.115 -0.180 -0.020
H -8.4079 -7.7644 -4.7744 -0.007 0.041 0.142
H -9.9790 -8.1143 -4.0852 0.018 0.067 0.193
H -8.6515 -4.1048 -1.7497 -0.126 0.087 0.026
H -7.5358 -3.5682 -0.4786 0.255 -0.150 -0.356
H -8.3794 -5.0529 -0.2635 -0.136 -0.093 -0.091
H -6.2557 -3.4390 -2.7835 0.087 -0.097 -0.026
H -4.9969 -4.6805 -2.6537 -0.037 0.014 0.001
H -5.3665 -3.6683 -1.2616 -0.169 -0.156 -0.059
H -6.0606 -6.6913 0.2653 -0.028 0.047 -0.036
H -6.5673 -8.3798 0.3632 0.063 -0.138 -0.512
H -7.7719 -7.1452 0.1691 0.104 0.139 -0.227
H -4.5318 -7.3413 -1.6592 0.239 -0.060 0.094
H -5.2121 -8.3590 -2.9383 -0.016 0.037 -0.062
H -5.0749 -9.0032 -1.3085 -0.024 0.140 0.039
O 4.6595 1.2490 -0.5934 3.155 -2.108 -2.236
P 5.0612 0.2146 0.4866 -5.629 4.239 3.671
N 3.5020 -0.4326 0.5155 -2.471 -0.552 -1.008
C 2.5807 -0.6332 1.6121 0.409 -0.332 0.465
C 3.2491 -1.4243 -0.5279 0.640 0.295 -0.064
N 5.3539 1.4415 1.6479 0.816 1.359 1.276
C 4.2638 2.1710 2.2844 -0.325 -0.067 0.229
C 6.3511 2.4261 1.1995 0.197 -0.233 -0.148
N 5.5230 -0.9745 1.7280 3.091 -2.682 -1.477
C 5.3999 -0.8104 3.1743 -0.140 0.884 0.197
C 6.8699 -1.4800 1.4352 -0.020 -0.424 0.040
H 2.8023 -1.5526 2.1690 -0.096 -0.102 0.154
H 1.5528 -0.7175 1.2457 0.138 -0.072 -0.294
H 2.5567 0.2000 2.3059 0.212 0.058 0.019
H 3.6166 -2.4140 -0.2230 -0.176 -0.171 -0.061
H 3.7568 -1.1497 -1.4597 0.061 0.053 0.113
H 2.1857 -1.4996 -0.7706 -0.069 0.016 0.254
H 3.5132 2.5099 1.5649 -0.118 0.106 0.035
H 4.6288 3.0465 2.8361 0.137 -0.146 -0.386
H 3.7852 1.5618 3.0512 -0.132 -0.094 -0.101
H 5.9090 3.1756 0.5312 0.102 -0.100 -0.029
H 7.1678 1.9342 0.6610 -0.052 0.032 -0.043
H 6.7982 2.9464 2.0530 -0.191 -0.155 0.056
H 6.1041 -0.0766 3.5800 -0.032 0.046 -0.035
H 5.5974 -1.7651 3.6779 0.062 -0.135 -0.521
H 4.3927 -0.5305 3.4837 0.115 0.142 -0.225
H 7.6328 -0.7266 1.6555 0.240 -0.058 0.091
H 6.9526 -1.7443 0.3764 -0.008 0.038 -0.062
H 7.0898 -2.3885 2.0062 -0.027 0.150 0.034
O 3.7063 5.2591 3.3562 4.162 0.565 1.436
P 3.6700 6.7836 3.6247 -7.394 -1.425 -2.687
N 2.4024 6.6082 4.7263 -1.534 -1.233 1.644
C 1.1016 7.2379 4.7805 0.228 0.634 -0.073
C 2.8318 6.2477 6.0761 0.514 -0.095 -0.334
N 3.1846 7.1228 2.0157 -0.233 0.572 -2.151
C 1.8330 6.8419 1.5468 -0.353 0.044 0.230
C 4.1253 6.5988 1.0129 0.278 0.045 0.187
N 3.6283 8.5361 3.9334 3.779 1.386 1.669
C 2.7938 9.5182 3.2455 -0.325 -0.389 -0.772
C 5.0024 9.0512 3.9792 0.040 0.258 0.348
H 1.1492 8.2355 5.2353 -0.138 0.169 0.052
H 0.4063 6.6425 5.3804 0.301 -0.144 0.094
H 0.6263 7.3175 3.8089 0.142 0.070 -0.131
H 3.1378 7.1401 6.6396 -0.068 0.026 0.191
H 3.6855 5.5610 6.0446 -0.075 0.082 -0.084
H 2.0442 5.7304 6.6306 -0.081 0.122 -0.150
H 1.4897 5.8451 1.8377 -0.128 -0.068 -0.038
H 1.7563 6.9253 0.4553 0.391 -0.097 0.176
H 1.1316 7.5909 1.9144 -0.046 -0.084 0.153
H 3.9657 5.5294 0.8269 0.128 0.050 0.060
H 5.1604 6.7326 1.3441 -0.041 -0.068 0.000
H 4.0217 7.1331 0.0627 -0.147 0.069 0.174
H 3.1004 9.6834 2.2074 -0.014 -0.053 -0.015
H 2.8516 10.4854 3.7605 0.328 -0.312 0.299
H 1.7360 9.2551 3.2556 0.184 -0.208 -0.059
H 5.4472 9.0838 2.9797 0.171 0.188 -0.077
H 5.6269 8.4068 4.6057 0.014 -0.069 -0.004
H 5.0401 10.0534 4.4198 -0.060 -0.065 -0.129
```
Positions in Å, forces in eV/Å.

Here are the Löwdin charges for atoms 1 to 2, given in e: C -0.1229; C -0.1687

***

A cluster of 2 separate species, HN3OS in total in a non-equilibrium geometry, computed with ωB97M-V with the def2-TZVPD basis set.

HOMO energy in Ha: -0.3516
LUMO level in Eh: -0.0141
Energy in Ha: -638.16054
Energy relative to the best compared isomer or geometry (same formula, charge and spin) in eV: 0.281
Orbital gap in Eh: 0.33750
Net charge: 0

```
6
Properties=species:S:1:pos:R:3:forces:R:3
N 0.5784 0.8194 -0.5132 0.495 -0.603 -0.090
N 1.5975 0.3724 -0.3439 -4.475 2.288 -0.670
N -1.5468 -0.6423 0.6261 -0.614 0.868 -1.004
O -1.9842 -0.9642 -0.4528 0.437 0.453 1.301
S 2.9993 -0.0412 -0.0612 4.121 -1.604 0.730
H -1.6442 0.4558 0.7451 0.035 -1.402 -0.267
```
Positions in Å, forces in eV/Å.

Here are the natural (NBO) charges for atoms 1 to 2, given in e: N -0.0117; N -0.1601

***

A cluster of 2 separate species, C3H3FN2 in total in a non-equilibrium geometry, computed with ωB97M-V with the def2-TZVPD basis set.

HOMO energy in Ha: -0.3556
LUMO level in Eh: 0.0230
Energy in Ha: -325.37299
Energy relative to the best compared isomer or geometry (same formula, charge and spin) in eV: 3.229
Orbital gap in Eh: 0.37867
Net charge: 0

```
9
Properties=species:S:1:pos:R:3:forces:R:3
C -1.4467 -1.2391 -0.2597 0.907 -0.935 0.107
C -0.2523 -1.3918 -0.1810 0.838 2.309 -0.497
C 1.6821 0.0058 -0.2298 -0.042 -0.016 0.387
N 2.3830 0.9200 0.0050 1.939 1.957 0.021
N 1.0120 -0.9860 -0.1864 -0.877 -2.799 0.086
F -0.7573 1.5725 -0.3339 0.060 -1.430 -0.159
H -2.4316 -1.3983 -0.4967 -1.754 -0.217 -0.114
H -0.8017 0.6028 -0.3834 -0.329 1.548 0.158
H 3.1495 1.4533 -0.3930 -0.742 -0.418 0.011
```
Positions in Å, forces in eV/Å.

Here are the natural (NBO) charges for atoms 1 to 2, given in e: C -0.3314; C 0.1971